Density functional theory data (ωB97M-V/def2-TZVPD) for a cluster of 2 separate species, C4H12N4 in total.

Each line ends with the Mulliken charge.
Element x y z (Å)
C (-0.094, 0.221, 0.594)  -0.098
C (1.785, -0.199, -0.844)  0.106
N (0.466, -0.433, -0.333)  -0.479
N (0.352, 1.283, 1.310)  -0.435
N (2.589, -1.397, -0.633)  -0.694
N (2.494, 0.965, -0.303)  -0.724
C (-3.120, -0.067, -0.605)  -0.529
C (-3.530, -0.567, 0.543)  -0.524
H (-2.480, -0.640, -1.239)  0.260
H (-1.051, -0.153, 0.916)  0.345
H (1.683, -0.051, -1.931)  0.412
H (-0.344, 1.883, 1.776)  0.229
H (1.164, 1.753, 0.919)  0.334
H (3.202, 1.249, -0.950)  0.231
H (2.988, 0.662, 0.538)  0.247
H (2.472, -1.684, 0.336)  0.264
H (2.238, -2.155, -1.213)  0.261
H (-3.378, 0.910, -0.947)  0.258
H (-3.263, -1.557, 0.854)  0.294
H (-4.173, -0.024, 1.214)  0.243

Properties
Multiplicity = 1
Energy above the lowest of the compared OMol25 structures with the same formula, charge and spin = 32.2 kcal per mole
Net charge = 0
Kohn-Sham gap = 9.7325 eV
F_max = 1.60 eV/A
Highest occupied orbital energy = -8.67 eV
DFT total energy = -10301.8734 eV